1.
ORCA calculation (the ωB97M-V functional and the def2-TZVPD basis) on a single C3H5NO4 molecule.

Atoms and positions in Å:
C  -0.85  1.22  -0.09
C  0.77  -0.14  0.88
C  -1.18  -0.26  -0.41
N  0.31  1.19  0.60
O  -1.49  2.18  -0.46
O  2.02  -0.48  0.42
O  -1.08  -0.69  -1.70
O  -2.17  -0.84  0.31
H  0.62  -0.51  1.88
H  0.74  2.02  0.98
H  2.19  -0.06  -0.43
H  -0.88  0.05  -2.30
H  -2.42  -1.66  -0.12

The HOMO energy is -7.378 eV.



2.
ORCA calculation (the ωB97M-V functional and the def2-TZVPD basis) on 4 unconnected molecules or ions with the total composition C3H5NO4S.

Atoms and positions in Å:
C  -1.22  -2.17  1.13
C  -5.15  0.24  -0.29
C  0.72  -2.81  -0.55
N  0.67  0.04  -0.48
O  -5.49  -0.62  -0.97
O  -4.88  1.16  0.33
O  1.02  -3.92  -0.67
O  -3.62  -1.23  1.05
S  -2.44  -1.63  0.23
H  -1.14  -2.34  2.18
H  0.91  -1.76  -0.81
H  1.36  0.52  0.09
H  -0.15  -0.13  0.10
H  0.39  0.68  -1.22

The HOMO energy (alpha / beta) is -8.791 / -8.789 eV.



3.
ORCA calculation (the ωB97M-V functional and the def2-TZVPD basis) on 2 unconnected molecules or ions with the total composition C3H5NO5.

Atoms and positions in Å:
C  -2.43  -1.02  -0.57
C  -0.89  -0.61  -0.24
C  -0.84  0.89  0.28
O  -0.26  1.87  -0.06
O  -0.43  -0.98  -1.35
O  2.93  0.53  0.55
N  2.87  -0.70  0.83
O  3.74  -1.56  0.82
O  -3.14  -0.89  0.62
H  -2.81  -0.32  -1.34
H  -2.61  -2.05  -0.90
H  -0.45  -1.12  0.67
H  -1.39  0.97  1.26
H  -4.07  -1.10  0.38

The HOMO energy (alpha / beta) is -9.566 / -9.689 eV.



4.
ORCA calculation (the ωB97M-V functional and the def2-TZVPD basis) on a molecular structure, C3H5NOS.

Atoms and positions in Å:
C  -0.35  1.17  0.95
C  -0.33  -0.19  -1.84
C  0.11  -0.23  1.10
N  -0.58  2.29  1.02
O  0.84  -0.55  2.19
S  1.00  -0.57  -0.48
H  0.04  -0.65  -2.69
H  -0.19  0.87  -1.96
H  -1.20  -0.63  -1.27
H  -1.10  -0.93  1.03
H  1.74  -0.58  1.95

The HOMO energy is -9.393 eV.



What relative energy (zero: lowest compared OMol25 entry of this formula, charge and spin) values result from the calculations? In sequence: 78.4 44.5 161.8 68.6 kcal per mole.
What largest force on an atom values result from the calculations? In sequence: 3.50 3.30 4.63 5.76 eV/Å.